No. 1
This record from the Open Molecules 2025 dataset describes 2 unconnected molecules or ions with the total composition C2H4N2S2 at a distorted geometry. The level of theory is ωB97M-V/def2-TZVPD.

ORCA input file:
```
! wB97M-V def2-TZVPD RIJCOSX def2/J DEFGRID3
* xyz 0 3
H 0.23063 -0.64439 3.11681
S -0.29370 0.35916 -3.37746
H 0.99689 0.71542 -3.40646
C -0.32749 0.21674 3.25671
H 0.20829 -1.41688 -1.24009
N -0.66884 1.29675 3.25469
H 0.24659 -1.32555 0.59005
N -0.15288 0.34593 -0.30602
C 0.21607 -0.83927 -0.34984
S -0.45556 1.29209 -1.53839
*
```

Properties
relative energy (zero: lowest compared OMol25 entry of this formula, charge and spin)	73.8	kcal/mol
expectation value of S²	2.007
highest occupied orbital energy (alpha / beta)	-5.6210 / -9.9560	eV
Kohn-Sham gap (alpha / beta)	0.2147 / 0.2647	Ha

=====

No. 2
This record from the Open Molecules 2025 dataset describes 2 unconnected molecules or ions with the total composition C8H9NO2S at a distorted geometry. The level of theory is ωB97M-V/def2-TZVPD.

ORCA input file:
```
! wB97M-V def2-TZVPD RIJCOSX def2/J DEFGRID3
* xyz 0 1
H 2.36361 0.90425 -3.21655
C -0.89440 -0.52029 0.85431
C 0.64474 1.39423 -1.97523
C 0.36803 0.04712 2.41248
H -0.57379 -2.19672 2.09343
H -2.20273 0.69848 2.04116
H 2.91407 -1.06370 -1.84717
O 1.20599 -0.79337 2.46893
H 1.22541 -1.85441 -0.08261
C 1.03842 -0.95614 -0.68021
O -0.17722 1.00358 2.85407
H -2.16426 1.10597 0.45618
C 1.94897 -0.60069 -1.65157
N -2.13202 0.20700 1.14278
H -1.19838 1.63877 -0.77799
H 0.44120 2.34720 -2.49898
C -0.24927 1.00948 -1.04611
C -0.03314 -0.14824 -0.25974
H -2.94695 -0.44824 1.04907
S -1.28494 -2.30026 1.03257
C 1.70664 0.52596 -2.36882
*
```

Properties
relative energy (zero: lowest compared OMol25 entry of this formula, charge and spin)	51.2	kcal/mol
highest occupied orbital energy	-7.5339	eV
Kohn-Sham gap	0.2776	Ha

=====

No. 3
This record from the Open Molecules 2025 dataset describes 11 unconnected molecules or ions with the total composition C50H129N7O22 at a distorted geometry. The level of theory is ωB97M-V/def2-TZVPD.

ORCA input file:
```
! wB97M-V def2-TZVPD RIJCOSX def2/J DEFGRID3
* xyz 0 1
H -0.67732 7.23096 -4.75593
O 4.14962 0.48289 1.48762
H -0.59431 2.61115 -0.44272
C -4.79676 0.09780 -4.52288
H -4.36930 6.08928 1.73175
C 0.93000 -6.42138 -1.34766
H -1.36044 3.32267 3.15750
N 1.05398 -1.78815 -5.59964
H 3.89528 0.99622 -3.43978
H 0.24730 -6.43695 -4.59841
C 1.82239 -2.73274 -4.73950
H -1.98682 5.37427 1.46780
H -5.21588 1.38878 -6.73771
H 1.86292 -2.86496 5.52641
O -0.13017 2.83203 6.17452
H -5.43459 6.75590 -0.12899
C 0.64268 -5.18579 2.24238
H 1.45436 -2.20790 2.56553
C -1.27573 -1.37406 10.05940
C -2.39722 -2.11715 -6.84724
H 3.61389 0.23825 7.37090
C 3.41713 -5.75088 6.95695
H -1.81229 -2.90826 -6.34132
H 0.87051 2.10847 3.19281
H -0.20566 7.26502 -2.24013
C -0.72913 1.87961 -1.21748
H 4.90724 0.96451 6.42182
H -3.42139 3.77513 -8.12318
H 2.78031 -4.14744 3.20717
H -2.07161 1.64619 -2.86046
N 2.68143 3.00013 1.43401
N 3.74030 -3.47483 -1.66042
H 2.98019 -5.40482 7.88864
C -0.61793 -0.75452 7.94318
H -1.85766 -0.07794 -5.17243
C 1.01611 -3.94534 -4.25488
H -0.12571 -1.97508 6.24158
C 4.36869 -1.25290 -2.60592
H -2.36054 6.23962 -1.17436
H 1.70674 -4.69596 -3.80032
H -1.14314 -5.41967 -4.08256
H -4.89613 -0.63787 1.35169
H 1.31269 -0.08083 0.65449
C -4.11070 5.56192 -6.46018
C 1.75764 3.82192 0.65062
C 3.76641 -2.19098 6.27268
H 3.75336 -2.61973 7.29417
O -0.61302 -1.74733 8.90208
N -1.05472 0.52871 -0.65296
C -3.56632 -1.30847 -0.24387
H 0.94222 -7.19711 -0.57642
C 4.68722 -0.55152 2.28273
H -0.28825 4.42296 0.82699
H 1.59165 3.46083 -0.37713
H -3.49138 1.40184 0.08364
H -2.12514 7.50014 -8.10215
H 3.13482 -6.78519 4.64261
H 1.12555 -5.78224 1.44694
H -2.67852 -4.32503 4.94087
C -0.84766 -5.33996 2.40162
H 4.28867 -1.72656 -0.47947
H -3.18334 4.03426 -5.36395
C 0.27105 -1.07988 6.72351
H 4.50402 -5.82346 6.88350
H 1.05827 6.68822 -3.35385
H -1.42442 -5.07299 1.53523
H 4.51550 3.70214 0.88983
H -1.00002 -5.95463 -5.80268
C -2.60318 -4.81515 3.93798
H -2.61605 -0.17477 -1.54842
H 2.16423 -2.31037 -3.76853
H 2.94702 -6.23768 0.26702
O -1.29920 -4.57239 3.51870
C -3.30836 2.03323 -7.20893
C -2.47401 5.99124 0.74922
H -4.85343 5.69810 -7.28529
C 2.31218 -1.94381 5.92781
H 1.42876 -1.75296 0.01691
H -0.98319 -6.46223 2.55575
C 0.43867 3.84376 1.41998
H -4.65226 -0.83441 -5.02823
H -4.91969 3.77794 -5.58178
H -2.58572 -1.39212 0.30571
C 4.55089 -2.26143 -1.39558
H 3.17497 -3.57718 0.39887
H -1.65513 3.37575 -2.57095
H 3.43599 -5.97402 -1.41129
C 2.69455 -5.22776 3.39614
H -4.09354 0.01461 -6.90470
H 0.37456 4.36910 2.38183
H -3.32767 -4.33337 3.26190
H -2.12080 2.87465 1.55831
H -1.26250 -2.19953 10.71100
H -4.00713 -2.30261 -0.29581
H 1.63630 3.62178 4.27198
H 2.18824 2.14320 1.57222
H 2.71758 -3.02605 -5.27504
O 3.13037 -0.56771 -2.39177
O 1.54861 -5.29849 -0.88429
H -4.13711 3.14069 -2.98138
H 0.86394 -5.15296 4.28052
C -4.22373 1.05862 -6.49915
C 3.59204 -4.20206 -0.42206
O -2.86267 6.07723 -6.87107
N 1.63838 -1.44644 7.05245
C 4.77492 1.73298 1.64007
C 0.61672 -1.45539 2.56367
H -0.72206 -1.49111 -1.14869
H 3.03878 2.60059 4.79778
H 0.28663 -3.56813 -3.51898
H 5.83915 1.70907 1.40140
H 2.52738 0.25974 -4.27444
H -1.61123 -0.50452 7.59727
C -4.07691 3.35622 -1.89697
H 4.13261 -1.46757 2.13721
H -0.02676 -1.10487 -3.93720
C -0.43004 -5.62613 -4.90218
C -0.13708 -0.59097 -0.85659
H -3.03399 1.67986 -8.24526
C -1.32089 2.64392 2.30839
C 4.07825 0.27060 6.39199
H -4.18130 4.81000 0.49657
H -0.07200 -6.15701 -1.60660
H 4.76179 2.11972 2.68241
C -0.24194 -1.51246 -4.91900
C 1.91100 2.65910 4.73477
C -3.99694 4.11628 -6.11535
O -3.03956 2.62532 -1.30228
H -3.63681 6.90899 -8.66328
H 1.56813 1.80661 6.75167
H -2.99887 -5.82751 3.95057
N -3.88761 3.34939 -7.33605
O 0.22941 5.27762 -2.18135
O -0.12313 -1.38849 1.38473
H 5.27001 -0.57932 -2.64050
H 0.89626 -4.14200 1.99353
O -1.92649 5.63145 -0.54793
H -1.34793 0.57999 0.31060
H 0.45761 -0.25382 -1.70487
H 0.15700 1.73771 -1.78859
H 3.98242 2.49295 -0.21143
O -0.04655 2.54129 1.68843
C -4.45197 -0.18237 0.47719
H -1.10618 5.53664 -4.36962
H -4.63720 0.03323 -3.45005
H 0.00126 -1.65120 3.40787
H 1.53987 -2.19320 7.73627
C 0.73737 -0.94646 0.33463
O 2.93130 -5.15927 5.76638
H -2.28291 -1.12350 9.73388
O 0.31935 -4.53121 -5.33885
H 3.35827 0.50833 5.58217
C 3.95413 2.73208 0.80821
H -0.64377 2.07665 5.85646
C -3.06242 7.12812 -7.73740
H 4.32881 -2.87450 5.63262
H 3.20888 -5.67795 2.51190
H 4.61830 -4.57374 -0.14127
H -3.34546 -1.90057 -6.37804
N 1.31041 -5.61809 3.45033
H 4.67614 -0.32151 3.35403
H 1.32535 -6.99569 -2.26903
C 2.91958 -5.52830 -0.54954
H 1.10958 -0.51572 2.72380
O 4.68844 -1.02880 6.21804
O -4.49436 6.70149 -0.30233
C -1.87523 2.41778 -2.10790
H -1.48916 1.66445 2.61946
H 5.64077 -2.50233 -1.32204
O -2.21912 7.01368 -3.30179
H -5.81492 0.44669 -4.70844
H 2.14514 1.19456 -2.86351
H 4.50707 -5.65256 4.62266
O -1.54027 -1.00993 -7.02028
H 4.37795 -1.74390 -3.56399
H -2.28914 2.07433 -6.75490
C 2.88707 0.52324 -3.30730
C -0.99913 -0.46524 -5.80921
H 3.18543 -6.86126 6.88996
H -0.91877 -2.34481 -4.77654
H 2.11276 4.85536 0.62606
C 0.09562 6.49076 -2.90781
H -4.01047 4.44225 -1.75193
H 2.82062 -3.15569 -1.92411
C -1.02030 6.57025 -3.94343
H 2.21026 -1.27680 5.06254
H 1.70356 3.55547 6.56322
H -5.24821 0.19899 -0.22477
H -0.32456 0.35909 -5.97286
H 5.73895 -0.73078 2.17163
O -3.67121 0.91727 0.89762
C 3.41905 -5.75305 4.59674
H -4.99466 3.03319 -1.45081
H -2.14971 6.99191 0.99821
H -0.50219 5.27055 -1.52490
H 0.27694 -0.19541 6.07160
H -0.83859 -0.54710 10.58159
C -3.96048 5.80908 0.70381
H -3.64071 7.95050 -7.27933
O -4.01033 1.13448 -5.09735
O -3.21536 -0.95705 -1.61181
H -4.45167 6.14811 -5.53922
H -2.90466 7.17037 -3.94551
H -0.25254 0.19171 8.38449
H 0.82966 -2.38251 -6.40517
O 1.35604 1.64521 3.95532
C 1.25462 2.65806 6.08892
H -2.73166 -2.49918 -7.81664
*
```

Properties
relative energy (zero: lowest compared OMol25 entry of this formula, charge and spin)	43.0	kcal/mol
highest occupied orbital energy	-8.4688	eV
Kohn-Sham gap	0.3281	Ha
SMILES	COCCNCCOC.COCCNCCOC.COCCNCCOC.COCCNCCOC.COCCNCCOC.COCCNCCOC.COCCNCCOC.OCCO.OCCO.OCCO.OCCO

=====

No. 4
This record from the Open Molecules 2025 dataset describes a single C4H5BrN2 molecule at a distorted geometry. The level of theory is ωB97M-V/def2-TZVPD.

ORCA input file:
```
! wB97M-V def2-TZVPD RIJCOSX def2/J DEFGRID3
* xyz 0 1
N 1.60858 0.54365 0.07484
H -0.44696 -1.41512 -1.59791
C 1.15593 -0.29641 -0.77646
Br -1.87978 -1.97201 1.36662
H -1.16800 0.79429 1.95081
C 0.67717 1.15505 0.81431
H 0.95138 2.06389 1.31925
H 1.90034 -0.91283 -1.25150
N -1.16341 -0.28517 0.25024
C -0.26829 -0.46540 -1.22604
C -0.58416 0.59810 1.03845
H -0.78279 0.19197 -1.96260
*
```

Properties
relative energy (zero: lowest compared OMol25 entry of this formula, charge and spin)	68.6	kcal/mol
highest occupied orbital energy (alpha / beta)	-8.2771 / -8.2787	eV
Kohn-Sham gap (alpha / beta)	0.2566 / 0.2568	Ha
SMILES	BrN1C=CN=CC1

=====

No. 5
This record from the Open Molecules 2025 dataset describes a single C7H4O2S molecule at a distorted geometry. The level of theory is ωB97M-V/def2-TZVPD.

ORCA input file:
```
! wB97M-V def2-TZVPD RIJCOSX def2/J DEFGRID3
* xyz 0 1
C 1.64974 -1.81334 1.41621
H 1.18087 1.13381 1.10692
O 0.75667 1.91888 -0.73077
C 2.03667 -0.95729 0.65907
C 1.68983 1.29229 0.15437
C -0.38432 1.28439 -0.94550
H -2.38173 -0.97063 -2.14889
O 2.27628 0.06805 -0.16561
C -2.43778 -0.36490 -1.22305
C -1.42541 0.65813 -1.02302
H 1.59065 -2.70046 1.89466
S -3.69183 -1.00743 1.19161
C -3.27932 -0.67462 -0.26374
H 2.41970 2.13313 0.07775
*
```

Properties
relative energy (zero: lowest compared OMol25 entry of this formula, charge and spin)	114.8	kcal/mol
highest occupied orbital energy	-8.2498	eV
Kohn-Sham gap	0.2848	Ha
SMILES	C#COCOC#CC=C=S

=====

No. 6
This record from the Open Molecules 2025 dataset describes a gas-phase ion, C4H4NO2 (charge -1) at a distorted geometry. The level of theory is ωB97M-V/def2-TZVPD.

ORCA input file:
```
! wB97M-V def2-TZVPD RIJCOSX def2/J DEFGRID3
* xyz -1 1
C -0.29197 1.20494 0.31288
O 1.05414 -0.18536 -1.99712
O -1.14675 -0.59048 -2.01336
C -0.00077 0.01309 0.09968
N -0.83489 2.55706 0.42806
H -0.06818 -1.13105 2.08486
H 1.37315 -1.37694 1.22826
H -0.12209 3.16263 -0.01787
H -0.22275 -2.11929 0.44704
C -0.03457 -0.34539 -1.51736
C 0.29468 -1.18924 0.94494
*
```

Properties
relative energy (zero: lowest compared OMol25 entry of this formula, charge and spin)	78.4	kcal/mol
highest occupied orbital energy	-4.2796	eV
Kohn-Sham gap	0.3002	Ha
SMILES	CC(=C=N)C(=O)[O-]